(1)
Density functional theory data (wB97M-V/def2-TZVPD) for 2 unconnected molecules or ions with the total composition C6H11O2P at a distorted geometry.

CARTESIAN COORDINATES (ANGSTROEM)
C1 3.036357 2.129234 0.061084
P1 2.871674 0.533629 0.563038
C2 1.856522 0.503902 2.113073
O1 0.695139 0.567523 2.190186
H1 2.227704 2.603380 -0.463800
H2 3.965930 2.653759 0.176380
H3 4.090284 0.345009 1.225006
C3 -1.790915 -1.285997 0.787545
C4 -1.098789 -0.992468 -0.543154
C5 -2.123945 -0.778129 -1.662836
C6 -0.289518 0.268619 -0.418380
O2 0.877181 0.384464 -0.715499
H4 -2.380160 -0.425286 1.109943
H5 -2.454436 -2.144463 0.684903
H6 -1.053955 -1.501614 1.559581
H7 -0.433523 -1.816162 -0.811826
H8 -2.717791 -1.678004 -1.800589
H9 -2.791671 0.044884 -1.413424
H10 -1.621063 -0.547646 -2.600145
H11 -0.865025 1.135368 -0.041087

Cartesian forces, eV/Å:
0.0063 -1.0094 -0.2069
2.1163 0.9366 -1.5399
-2.4070 -0.1633 1.6481
0.8015 -0.0240 0.2914
-0.1604 0.1089 -0.0273
0.1195 0.2094 0.1531
0.3554 -0.0599 0.2039
0.1547 -0.0041 -0.0568
-0.1197 -0.0423 -0.0359
0.2471 -0.0061 0.0670
-0.0957 -0.1424 0.1091
-0.7795 -0.0012 -0.6535
-0.0461 -0.0259 0.0251
-0.0276 0.0119 0.0201
-0.0589 -0.0162 0.0825
0.0735 0.1049 0.0036
-0.0927 -0.0532 -0.0046
-0.1088 0.0689 -0.0154
-0.0439 0.0154 -0.1012
0.0658 0.0921 0.0374

Computed properties:
Lowest unoccupied orbital energy (spin up / spin down) ... -0.249 / -0.202 eV
HOMO level (spin up / spin down) ... -7.6448 / -7.6952 eV
Charge ... 0
ΔE to the lowest compared entry with this formula, charge and spin ... 75.4 kcal per mole
Orbital gap (spin up / spin down) ... 7.40 / 7.49 eV
Molecular weight ... 146.13 g mol⁻¹

***

(2)
Density functional theory data (wB97M-V/def2-TZVPD) for a single C4H5NOS molecule at a distorted geometry.

CARTESIAN COORDINATES (ANGSTROEM)
C1 -1.517384 0.800930 -1.491187
C2 -0.907186 0.116032 -0.439125
N1 0.582593 0.296049 -0.430257
C3 1.460597 -0.394570 0.498280
O1 2.592742 -0.921722 0.067020
C4 0.836790 -0.684299 1.801281
S1 -0.160485 0.022047 2.791349
H1 -2.582142 1.027305 -1.682908
H2 -0.845142 1.360504 -2.124043
H3 -1.580706 -0.652968 0.243067
H4 0.973327 0.611513 -1.382102
H5 1.146997 -1.580821 2.148626

Cartesian forces, eV/Å:
0.8098 -0.8534 2.4290
-1.4793 0.6558 -2.0351
-0.0227 -1.3731 0.7115
2.2957 -1.1202 -5.5255
-5.1994 2.9814 2.7994
0.5036 0.7968 -0.5290
-0.9558 1.4489 0.3493
0.6765 -0.9326 0.4310
0.0414 0.2311 -0.1488
2.5595 2.2947 -1.5201
-0.6332 -1.0760 2.2532
1.4038 -3.0533 0.7851

Computed properties:
Lowest unoccupied orbital energy ... -1.571 eV
HOMO level ... -9.0871 eV
Charge ... 0
ΔE to the lowest compared entry with this formula, charge and spin ... 78.9 kcal per mole
Orbital gap ... 7.52 eV
Molecular weight ... 115.16 g mol⁻¹

***

(3)
Density functional theory data (wB97M-V/def2-TZVPD) for a single C20H29N3O molecule.

CARTESIAN COORDINATES (ANGSTROEM)
C1 -6.698808 -1.292591 0.121394
C2 -5.365101 -0.847103 -0.400885
C3 -5.343317 0.543710 -0.953063
C4 -4.301772 -1.641085 -0.360566
C5 -2.926845 -1.292084 -0.862315
N1 -2.364575 -0.150744 -0.148240
C6 -2.215259 -0.379701 1.277057
C7 -0.982084 -1.214302 1.641331
N2 0.200133 -0.578255 1.094200
C8 1.433974 -1.227857 1.515842
C9 2.618659 -0.392869 1.155146
C10 3.000765 0.768456 1.761070
N3 4.109393 1.281668 1.145413
C11 4.469216 0.456690 0.119765
C12 5.515903 0.548781 -0.788697
C13 5.629733 -0.446579 -1.734822
C14 4.725106 -1.511246 -1.779681
C15 3.687383 -1.608961 -0.881125
C16 3.545003 -0.616794 0.089413
C17 0.088772 -0.502778 -0.349433
C18 -1.129505 0.353687 -0.730771
C19 -0.873996 1.808191 -0.313997
C20 -2.083418 2.708121 -0.559270
O1 -1.860657 4.038491 -0.149365
H1 -7.029194 -0.630027 0.920887
H2 -6.656372 -2.308441 0.505741
H3 -7.446071 -1.250310 -0.670565
H4 -4.367662 0.793429 -1.352446
H5 -5.583538 1.257001 -0.165656
H6 -6.096808 0.648031 -1.733625
H7 -4.405229 -2.632673 0.061133
H8 -2.291190 -2.189456 -0.795247
H9 -2.983213 -1.012231 -1.920363
H10 -3.120407 -0.869827 1.640104
H11 -2.132873 0.593909 1.764838
H12 -0.886845 -1.259873 2.729166
H13 -1.097603 -2.249126 1.266230
H14 1.385068 -1.340938 2.603318
H15 1.537696 -2.233888 1.071158
H16 2.552329 1.270863 2.596102
H17 4.586462 2.125717 1.411997
H18 6.214348 1.372311 -0.752358
H19 6.431699 -0.406749 -2.457098
H20 4.849793 -2.270110 -2.538376
H21 2.994368 -2.436127 -0.926241
H22 0.996241 -0.045410 -0.747855
H23 -0.008199 -1.510168 -0.798351
H24 -1.249101 0.326687 -1.821186
H25 -0.599495 1.840432 0.739858
H26 -0.021586 2.180388 -0.890293
H27 -2.356876 2.678399 -1.625049
H28 -2.934599 2.356273 0.024079
H29 -1.074528 4.369192 -0.598297

Cartesian forces, eV/Å:
0.1661 -0.0673 0.0016
-0.1552 -0.0273 0.0202
0.1299 -0.1534 -0.0825
0.0884 -0.1852 -0.0663
0.0066 0.0653 -0.0207
-0.0551 -0.0156 -0.0799
0.0991 -0.1456 0.2067
-0.2479 0.1139 -0.0017
-0.0512 -0.1567 0.0827
-0.0436 0.2316 0.0475
0.0458 0.0389 0.2150
-0.2420 -0.2895 0.0445
0.1496 0.3585 0.1412
-0.0768 -0.4637 -0.3393
0.0958 0.0569 -0.0458
0.1135 0.1412 0.0124
-0.0704 -0.1954 -0.1134
0.0064 0.0071 -0.0216
0.3293 0.3436 0.0753
-0.1471 0.1284 -0.2403
0.4125 0.1930 -0.0814
-0.4390 -0.0032 -0.0927
0.1414 -0.4357 -0.0719
0.2030 0.4674 0.0828
-0.1002 0.0552 0.0701
-0.0315 -0.0787 0.0427
-0.1132 0.0169 -0.0367
0.0560 0.1313 -0.0568
-0.0278 0.1354 0.0536
-0.0982 0.0537 -0.0533
-0.1392 -0.1076 0.0650
-0.0493 0.0590 -0.1065
0.0836 -0.0480 0.0301
0.0326 0.0884 0.0575
-0.0090 -0.0224 0.1329
-0.0208 -0.0514 -0.0140
0.0312 -0.0004 0.0405
-0.0182 -0.1133 -0.0855
-0.0261 0.0119 0.0852
-0.0867 0.1114 0.1510
-0.0637 -0.1075 -0.0296
0.0826 0.0653 -0.0251
0.0667 0.0213 -0.0433
-0.0032 -0.0644 -0.0492
-0.0632 -0.0949 -0.0137
-0.0243 -0.0312 -0.0536
0.0625 0.0070 0.0493
0.0063 -0.0391 0.0735
0.0602 0.0937 0.0028
0.0678 0.0140 0.0200
-0.0772 -0.0808 0.0867
0.0240 -0.0213 -0.1149
-0.0806 -0.0104 0.0488

Computed properties:
Lowest unoccupied orbital energy ... 0.763 eV
HOMO level ... -7.8992 eV
Charge ... 0
ΔE to the lowest compared entry with this formula, charge and spin ... 53.0 kcal per mole
Orbital gap ... 8.66 eV
Molecular weight ... 327.47 g mol⁻¹

***

(4)
Density functional theory data (wB97M-V/def2-TZVPD) for a molecular structure, C28H38BCaN5P2 at a distorted geometry.

CARTESIAN COORDINATES (ANGSTROEM)
Ca1 -0.314249 1.851432 -1.245255
C1 -2.078949 1.858003 -7.591236
C2 -2.184278 0.558124 -7.249533
C3 -1.390541 -0.547630 -7.856904
C4 0.095157 -0.215780 -8.156761
C5 0.758498 0.601988 -7.074648
C6 0.817125 1.953881 -7.132573
C7 0.231202 2.746781 -8.274460
C8 -1.199178 2.354182 -8.716890
C9 1.749806 0.642321 0.436753
H1 -2.749280 2.654677 -7.209079
H2 -3.033694 0.197210 -6.663354
H3 -1.876344 -0.824819 -8.819233
H4 -1.422598 -1.453370 -7.220825
H5 0.635978 -1.181557 -8.228887
H6 0.163325 0.262919 -9.145352
H7 1.310278 -0.013321 -6.341694
H8 1.466708 2.544271 -6.476662
H9 0.883452 2.641784 -9.164729
H10 0.225829 3.819009 -8.019095
H11 -1.694443 3.270012 -9.106891
H12 -1.170487 1.638836 -9.555624
H13 1.030322 1.424090 0.811543
H14 2.785178 1.052036 0.576446
H15 1.605770 -0.198538 1.127589
P1 1.529985 -0.333043 -1.500992
P2 -1.444999 -1.020721 -1.568295
N1 2.591586 0.870182 -2.367470
N2 2.707219 -1.610096 -1.218005
N3 -2.347082 0.263856 -2.530493
N4 -2.893073 -2.018105 -1.482660
C10 0.822148 -1.057439 -3.105841
C11 -0.524015 -1.828477 -2.923173
C12 2.726488 2.217278 -1.976298
C13 3.742279 2.785819 -2.738227
C14 4.167523 1.808584 -3.674878
C15 3.462856 0.638271 -3.431122
C16 3.756198 -1.451540 -0.302786
C17 4.517332 -2.606741 -0.289329
C18 3.945860 -3.520667 -1.238371
C19 2.829265 -2.891001 -1.791963
C20 -2.568159 1.566179 -1.983749
C21 -2.664832 2.459469 -3.054488
C22 -2.636654 1.674830 -4.244135
C23 -2.448272 0.356824 -3.904238
C24 -3.885716 -2.302054 -2.436965
C25 -4.912861 -3.033851 -1.825174
C26 -4.561187 -3.211921 -0.464121
C27 -3.331735 -2.571669 -0.261982
H16 1.563421 -1.694735 -3.615698
H17 0.693964 -0.209335 -3.795190
H18 -1.073066 -1.861132 -3.886612
H19 -0.329647 -2.888344 -2.650325
H20 2.145132 2.656841 -1.145276
H21 4.118888 3.798376 -2.635400
H22 4.902856 1.962762 -4.455292
H23 3.475141 -0.311899 -3.954983
H24 3.817087 -0.564590 0.307994
H25 5.382577 -2.793066 0.335784
H26 4.285781 -4.501835 -1.471502
H27 2.111886 -3.245202 -2.498773
H28 -2.679918 1.700475 -0.907450
H29 -2.740840 3.546903 -2.992680
H30 -2.787020 2.068959 -5.247252
H31 -2.386694 -0.546503 -4.515149
H32 -3.797311 -1.958286 -3.460533
H33 -5.817914 -3.375355 -2.309353
H34 -5.133525 -3.743970 0.285985
H35 -2.712726 -2.474710 0.631731
B1 -2.021329 0.074821 3.649089
C28 -1.618318 0.711031 2.227136
N5 -1.332530 1.064543 1.117809
H36 -2.806892 0.801878 4.277174
H37 -1.021959 -0.220681 4.335874
H38 -2.646484 -0.931753 3.253504

Cartesian forces, eV/Å:
1.2494 -1.0580 1.6854
-0.5963 -0.6125 -0.4181
-0.8545 1.0125 -0.5361
0.3294 -0.5328 -0.5444
-0.0205 -0.5611 0.0256
0.6114 0.8728 -0.3458
0.6802 -1.1794 -0.2190
-0.0293 0.2676 -0.3389
-0.2845 0.5457 -0.0196
1.5437 0.2615 0.1745
0.3074 -0.8677 0.0854
0.3210 0.4528 0.3019
0.2119 -0.0578 0.4847
-0.1276 0.4555 -0.1838
-0.2479 0.5006 -0.0964
0.1931 -0.1291 0.4686
-0.3494 0.7707 -0.0581
-0.3717 -0.4678 0.1933
-0.1106 0.1485 0.4084
0.1145 -0.3839 -0.0001
0.3561 -0.5468 0.0426
-0.1027 0.2460 0.4428
0.4113 -0.5726 -0.5473
-0.8704 -0.1867 0.0884
-0.0620 0.1745 -0.0740
-0.6969 1.8562 -1.2254
-2.7138 -0.5069 -0.1326
-0.3512 0.2425 0.2600
0.0577 0.1507 0.8575
0.6551 1.0193 0.6192
-0.9865 -0.9506 0.5931
1.1171 -1.4305 -1.1010
0.8756 0.1056 -0.6173
0.5168 -0.4906 -0.3843
-0.9782 -0.0944 0.2122
-0.2031 -0.4975 0.1200
-0.3730 0.9044 0.6054
-0.0070 -1.1294 -0.1022
-0.6023 0.4726 -0.3738
-1.3359 1.7107 -0.0666
1.1190 0.1717 1.0732
-0.1258 -0.7054 -1.5101
-0.0964 -0.6613 0.6285
-0.1135 0.4038 -0.4108
0.1993 0.2954 0.5559
-0.3630 -0.5799 0.8449
1.2761 0.8939 -0.6754
1.4136 0.7199 0.2640
-0.5851 -0.3754 -0.6407
-0.4305 -0.1069 -0.3408
-0.1708 0.1701 0.4228
0.2259 -0.0625 0.6577
-0.2126 0.6126 0.1692
0.7974 -0.4506 -0.3437
-0.1634 -0.2234 -0.0882
-0.0764 -0.1468 0.1901
0.0754 0.1835 0.3026
0.1648 -0.2076 -0.2233
-0.1562 0.1243 -0.1473
0.1219 -0.4418 -0.1344
-0.1094 -0.1357 -0.1884
-0.1455 -0.1591 -0.1288
-0.3363 -0.4664 0.0006
0.1955 -0.2627 0.5172
0.0802 0.6836 0.1867
-0.0425 -0.0956 0.2690
0.1634 0.0432 0.0029
0.1683 0.1726 -0.0888
-0.3241 0.0311 -0.3296
-0.3343 -0.3277 0.0492
0.9986 1.0550 -3.1997
-0.8232 -0.4651 2.8577
0.4843 -0.1678 -0.4934
-0.5040 0.2413 -0.6553
0.3533 0.3254 0.3224

Computed properties:
Lowest unoccupied orbital energy (spin up / spin down) ... -1.147 / -1.147 eV
HOMO level (spin up / spin down) ... -6.4762 / -6.4752 eV
Charge ... 0
ΔE to the lowest compared entry with this formula, charge and spin ... 63.8 kcal per mole
Orbital gap (spin up / spin down) ... 5.33 / 5.33 eV
Molecular weight ... 557.49 g mol⁻¹

***

(5)
Density functional theory data (wB97M-V/def2-TZVPD) for 2 unconnected molecules or ions with the total composition C3H8N2O2 at a distorted geometry.

CARTESIAN COORDINATES (ANGSTROEM)
N1 0.295296 0.930489 -1.376801
C1 1.112016 -0.041228 -1.647142
N2 1.676573 -0.316476 -2.817281
H1 -0.034303 1.482989 -2.157689
H2 -0.135982 0.992141 -0.364585
H3 1.392412 -0.672059 -0.813434
H4 2.458595 -0.954572 -2.746822
H5 1.745391 0.376819 -3.547442
O1 -0.771031 -1.143074 0.664448
C2 -0.943118 -0.148034 1.418384
O2 -0.770129 1.022586 1.016543
C3 -1.417102 -0.355865 2.831522
H6 -0.574531 -0.262974 3.516470
H7 -2.141003 0.418686 3.076654
H8 -1.893084 -1.329429 2.947176

Cartesian forces, eV/Å:
-0.1006 -0.5942 0.1407
0.1328 0.4637 0.1653
0.4400 0.0022 0.7279
-0.1416 0.3216 0.2828
0.2319 0.3846 -1.1996
-0.0226 -0.2159 -0.0496
-0.1578 -0.0506 -0.3844
-0.2499 -0.0426 -0.1257
0.2545 -0.8800 -0.6058
-0.7921 2.7545 1.7113
0.3336 -1.2815 -0.4005
-0.2000 -0.8798 -0.0184
0.0999 -0.0885 -0.1230
0.0427 0.1320 -0.2737
0.1291 -0.0257 0.1526

Computed properties:
Lowest unoccupied orbital energy (spin up / spin down) ... -3.176 / -7.757 eV
HOMO level (spin up / spin down) ... -15.4416 / -15.2449 eV
Charge ... +1
ΔE to the lowest compared entry with this formula, charge and spin ... 0.0 kcal per mole
Spin multiplicity ... 2
⟨S²⟩ ... 0.75
Orbital gap (spin up / spin down) ... 12.27 / 7.49 eV
Molecular weight ... 104.11 g mol⁻¹